(1)
Entry from the OMol25 dataset: a single C5H10O2 molecule (ωB97M-V/def2-TZVPD).

Positions of all 17 atoms, in Å:
1 C -0.4409 1.4167 1.9939
2 C 0.4501 1.2782 0.7672
3 C -0.2478 0.5793 -0.3800
4 O -1.4659 0.5381 -0.4468
5 C 0.5853 -0.1640 -1.4008
6 C 0.2432 -1.6575 -1.2533
7 O -1.0501 -1.9405 -1.7141
8 H 0.0552 1.9980 2.7763
9 H -1.3841 1.8998 1.7289
10 H -0.6823 0.4300 2.4020
11 H 0.7641 2.2634 0.3918
12 H 1.3797 0.7439 0.9991
13 H 1.6580 0.0096 -1.2624
14 H 0.2978 0.1489 -2.4101
15 H 0.3690 -1.9502 -0.1958
16 H 0.9428 -2.2591 -1.8411
17 H -1.6317 -1.2515 -1.3508

Properties
**Charge**: 0
**Frontier orbital gap**: 10.7 eV
**Energy relative to the best compared isomer or geometry (same formula, charge and spin)**: 24.54 kcal/mol
**E_HOMO**: -0.3630 Ha
**SMILES**: CCC(=O)CCO

Here are the Mulliken charges for atoms 1 to 8, given in e: -1.18, -0.29, 0.59, -0.64, -0.63, -0.43, -0.54, 0.36

---

(2)
Entry from the OMol25 dataset: a molecular structure, C15H9BN2O3 (ωB97M-V/def2-TZVPD).

Positions of all 30 atoms, in Å:
1 N -0.4471 -5.7613 3.5833
2 N -2.1219 -4.2118 0.0525
3 C -0.1292 -4.6699 3.2862
4 C -1.4548 -3.6724 0.7920
5 O -1.6976 3.1266 -4.0919
6 O 0.8961 0.4960 1.4218
7 O 0.6985 3.1029 -4.0454
8 B -0.5232 2.6746 -3.5490
9 C 0.7149 -2.4142 3.5737
10 C 0.9109 -1.1052 3.1730
11 C -0.9864 1.2359 0.0107
12 C -0.4822 -1.5294 1.3371
13 C -1.4766 1.7940 -1.1536
14 C 1.3151 1.4977 -0.6177
15 C -0.0986 -3.3139 2.8710
16 C -0.7091 -2.8431 1.6745
17 C 0.4476 -0.7085 1.9415
18 C 0.3476 1.0907 0.3014
19 C -0.5023 2.0064 -2.1223
20 C 0.8446 1.9343 -1.8882
21 C 1.5756 2.5558 -3.0659
22 H -1.7475 3.6941 -4.9101
23 H 1.1403 -2.8217 4.5200
24 H 1.6588 -0.4770 3.6545
25 H -1.7514 0.9679 0.7636
26 H -0.7419 -1.2584 0.3005
27 H -2.5300 1.9687 -1.2365
28 H 2.3404 1.3608 -0.3432
29 H 2.1817 3.4669 -2.7921
30 H 2.3275 1.8134 -3.4413

Properties
**Charge**: 0
**Frontier orbital gap**: 8.8 eV
**Energy relative to the best compared isomer or geometry (same formula, charge and spin)**: 16.50 kcal/mol
**E_HOMO**: -0.3434 Ha

Here are the Mulliken charges for atoms 1 to 8, given in e: -0.50, -0.44, -0.08, -0.23, -0.62, -0.41, -0.43, 0.63

---

(3)
Entry from the OMol25 dataset: 12 unconnected molecules or ions with the total composition C28H80O20S4 (ωB97M-V/def2-TZVPD).

Positions of all 132 atoms, in Å:
1 C -9.2010 -0.2543 -1.5493
2 C -8.2858 0.0774 -0.3793
3 O -8.8465 -0.3752 0.7744
4 S -7.8650 -0.4557 2.1118
5 C -8.5557 -1.9810 2.8050
6 O -6.4807 -0.6409 1.7847
7 O -8.2071 0.6676 2.9645
8 H -8.6364 -0.1774 -2.4785
9 H -10.0572 0.4174 -1.6118
10 H -9.5665 -1.2795 -1.4910
11 H -7.3437 -0.4116 -0.6273
12 H -8.0561 1.1426 -0.3553
13 H -9.6262 -1.7757 2.8132
14 H -8.2798 -2.0732 3.8555
15 H -8.3233 -2.7926 2.1156
16 C 5.9461 -1.5106 -2.9152
17 C 6.4757 -1.5658 -4.3417
18 O 7.7193 -2.2437 -4.3058
19 S 8.0520 -3.2507 -5.5350
20 C 7.0035 -4.6629 -4.9283
21 O 7.4878 -2.8242 -6.8336
22 O 9.4378 -3.6499 -5.4008
23 H 4.9300 -1.1208 -2.8547
24 H 6.6301 -0.7812 -2.4813
25 H 6.1362 -2.4181 -2.3421
26 H 5.6763 -1.9043 -5.0009
27 H 6.7417 -0.5752 -4.7107
28 H 7.4990 -5.6035 -5.1687
29 H 5.9716 -4.6919 -5.2783
30 H 6.9909 -4.4948 -3.8514
31 C 1.1892 -8.9569 4.7199
32 C 0.3104 -8.2236 5.7034
33 O -0.9623 -7.8535 5.0581
34 S -1.8104 -6.6125 5.7388
35 C -0.7796 -5.1848 5.2480
36 O -3.0903 -6.6229 4.9858
37 O -1.7537 -6.6910 7.1878
38 H 1.8749 -9.5530 5.3221
39 H 1.7975 -8.3829 4.0209
40 H 0.7873 -9.7968 4.1532
41 H 0.0816 -8.9014 6.5258
42 H 0.9928 -7.4411 6.0354
43 H 0.1670 -5.0788 5.7780
44 H -1.3509 -4.2677 5.3915
45 H -0.5986 -5.3115 4.1806
46 C 7.3193 5.1641 -8.7480
47 C 5.8520 4.7313 -9.0558
48 O 5.3914 4.0454 -7.9561
49 S 3.9041 3.2944 -8.0318
50 C 4.3392 1.8551 -9.0848
51 O 3.4911 2.8021 -6.6996
52 O 3.0080 4.2021 -8.7586
53 H 7.9003 5.5934 -9.5642
54 H 7.9124 4.3096 -8.4223
55 H 7.3482 5.8737 -7.9211
56 H 5.3067 5.6476 -9.2818
57 H 5.8213 4.1596 -9.9833
58 H 4.4510 2.1144 -10.1376
59 H 3.5900 1.0819 -8.9141
60 H 5.3432 1.5963 -8.7486
61 C -3.3260 -3.2172 -4.7094
62 C -1.9995 -3.0899 -5.4834
63 O -2.1983 -3.7229 -6.7147
64 H -3.4040 -2.6653 -3.7726
65 H -3.5617 -4.2571 -4.4834
66 H -4.1485 -2.8212 -5.3052
67 H -1.1532 -3.4866 -4.9225
68 H -1.8245 -2.0232 -5.6232
69 H -2.7161 -3.1753 -7.3093
70 C -4.2303 3.0953 -4.8527
71 C -4.0625 4.5787 -4.4104
72 O -5.2324 5.0953 -3.8050
73 H -3.3595 2.8335 -5.4538
74 H -5.1932 2.8317 -5.2902
75 H -4.1715 2.4072 -4.0095
76 H -3.7453 5.1348 -5.2926
77 H -3.2686 4.5351 -3.6648
78 H -5.0200 6.0176 -3.6441
79 C -0.5265 1.3767 0.4485
80 C -0.0162 0.5052 1.5781
81 O 1.0995 1.0585 2.2375
82 H -0.8534 2.3130 0.9006
83 H -1.4707 0.9683 0.0881
84 H 0.1964 1.5570 -0.3472
85 H 0.2993 -0.4319 1.1195
86 H -0.8139 0.4298 2.3171
87 H 1.5226 0.3859 2.7762
88 C 1.8824 6.5304 4.2594
89 C 2.0234 6.6539 2.7527
90 O 2.8307 5.5675 2.3575
91 H 1.4915 7.4417 4.7120
92 H 2.8057 6.2451 4.7634
93 H 1.2024 5.7229 4.5306
94 H 2.3279 7.6516 2.4366
95 H 1.0507 6.5567 2.2705
96 H 2.3816 4.7374 2.5329
97 C 0.1823 -6.3485 -0.6465
98 C 1.5165 -5.6586 -0.4225
99 O 2.6308 -6.4981 -0.6335
100 H -0.6699 -5.7250 -0.3761
101 H 0.2222 -7.2632 -0.0550
102 H -0.0171 -6.7022 -1.6581
103 H 1.6580 -5.4303 0.6339
104 H 1.6528 -4.7316 -0.9795
105 H 3.3504 -6.3031 -0.0288
106 C -2.5160 2.5022 8.3911
107 C -2.7368 3.4717 9.5598
108 O -3.7066 2.9343 10.4514
109 H -1.6420 2.8765 7.8580
110 H -3.3277 2.3881 7.6726
111 H -2.3220 1.4857 8.7334
112 H -3.1035 4.4134 9.1513
113 H -1.8096 3.7369 10.0678
114 H -3.8929 3.5587 11.1563
115 C 6.9948 -0.2404 4.8425
116 C 6.0570 -0.9021 5.8406
117 O 5.0437 -1.5443 5.0794
118 H 7.4062 -0.8728 4.0558
119 H 7.8331 0.2424 5.3449
120 H 6.4604 0.5146 4.2659
121 H 5.7639 -0.1890 6.6111
122 H 6.5776 -1.6980 6.3731
123 H 5.5594 -2.1020 4.4923
124 C -5.0435 6.4356 3.4085
125 C -6.0014 7.3495 2.6648
126 O -6.3473 8.4262 3.4989
127 H -4.9644 5.3986 3.0823
128 H -5.4696 6.3567 4.4086
129 H -4.0244 6.8146 3.4862
130 H -6.8868 6.7390 2.4873
131 H -5.6444 7.7789 1.7287
132 H -6.8014 9.0624 2.9415

Properties
**Charge**: 0
**Frontier orbital gap**: 9.9 eV
**E_HOMO**: -0.3702 Ha
**SMILES**: CCOS(C)(=O)=O.CCOS(C)(=O)=O.CCOS(C)(=O)=O.CCOS(C)(=O)=O.CCO.CCO.CCO.CCO.CCO.CCO.CCO.CCO

Here are the Mulliken charges for atoms 1 to 8, given in e: -1.21, -0.19, -0.25, 1.10, -0.86, -0.60, -0.60, 0.36

---

(4)
Entry from the OMol25 dataset: a molecular structure, C42H46N8OPtSb2 (ωB97M-V/def2-TZVPD).

Positions of all 100 atoms, in Å:
1 Pt -2.1061 0.3564 0.0386
2 C -1.4769 -1.7705 2.6310
3 C -2.7316 -2.0795 1.8803
4 C -3.4815 -3.2195 2.1527
5 C -4.6409 -3.4615 1.4451
6 C -5.0559 -2.5444 0.4846
7 C -4.2989 -1.4117 0.2557
8 N -3.1548 -1.2094 0.9523
9 Sb -5.1901 0.1588 -0.9989
10 C -4.7003 1.5427 0.5679
11 C -5.6546 2.3586 1.1430
12 C -5.2823 3.2083 2.1770
13 C -3.9680 3.2083 2.5960
14 C -3.0335 2.3752 1.9921
15 C -1.6167 2.3634 2.4772
16 N -3.4200 1.5642 0.9897
17 C -3.5827 1.0487 -2.2025
18 C -3.8938 1.3814 -3.5054
19 C -3.0256 2.1975 -4.2263
20 C -1.9080 2.7075 -3.6017
21 C -1.6259 2.3606 -2.2821
22 C -0.4889 3.0002 -1.5512
23 N -2.4409 1.5135 -1.6396
24 H -0.9580 -2.6876 2.9073
25 H -0.8107 -1.1482 2.0301
26 H -1.7162 -1.2361 3.5535
27 H -3.1472 -3.9032 2.9215
28 H -5.2280 -4.3489 1.6431
29 H -5.9728 -2.7067 -0.0675
30 H -6.6776 2.3331 0.7925
31 H -6.0098 3.8574 2.6464
32 H -3.6434 3.8550 3.4000
33 H -1.2926 3.3826 2.6881
34 H -1.5498 1.7988 3.4101
35 H -0.9394 1.9167 1.7487
36 H -4.8125 1.0263 -3.9544
37 H -3.2486 2.4605 -5.2522
38 H -1.2533 3.4006 -4.1129
39 H 0.4537 2.8421 -2.0790
40 H -0.6633 4.0770 -1.5043
41 H -0.3967 2.6167 -0.5369
42 C -1.0654 -3.8723 -0.9030
43 N -1.5573 -3.7607 -2.2643
44 C -1.5963 -4.9976 -3.0443
45 C -2.1808 -2.6293 -2.6556
46 C -2.7842 -2.5980 -4.0354
47 O -2.2687 -1.6439 -1.9109
48 H -1.7714 -4.4129 -0.2664
49 H -0.9114 -2.8758 -0.4914
50 H -0.1273 -4.4322 -0.8982
51 H -0.7657 -5.6304 -2.7380
52 H -1.4950 -4.7963 -4.1065
53 H -2.5226 -5.5497 -2.8749
54 H -3.5530 -3.3644 -4.1447
55 H -2.0379 -2.7793 -4.8098
56 H -3.2262 -1.6188 -4.1937
57 C 5.8579 -3.0035 0.4660
58 C 6.1897 -1.7124 0.0721
59 C 5.3412 -0.6537 0.3584
60 C 4.1666 -0.9239 1.0661
61 C 3.8174 -2.2154 1.4644
62 C 4.6759 -3.2558 1.1583
63 Sb 3.0698 0.7334 1.6932
64 C 3.1165 2.2740 0.3569
65 C 3.4872 2.0364 -0.9800
66 C 3.5511 3.0976 -1.8572
67 C 3.2163 4.3820 -1.4249
68 C 2.8018 4.6125 -0.1123
69 C 2.7383 3.5641 0.7803
70 C 3.4897 1.3593 3.6208
71 C 3.1956 0.5272 4.7122
72 C 3.6243 0.9083 5.9659
73 C 4.3250 2.1050 6.1286
74 C 4.6040 2.9271 5.0388
75 C 4.1727 2.5780 3.7733
76 H 6.5337 -3.8193 0.2450
77 H 7.1198 -1.5219 -0.4468
78 H 5.6237 0.3515 0.0707
79 H 2.9143 -2.4100 2.0287
80 H 4.4403 -4.2616 1.4792
81 H 3.7540 1.0413 -1.3146
82 H 3.8774 2.9403 -2.8762
83 H 3.2817 5.2123 -2.1168
84 H 2.5474 5.6140 0.2076
85 H 2.4243 3.7461 1.8011
86 H 2.6681 -0.4093 4.5849
87 H 3.4259 0.2760 6.8206
88 H 4.6611 2.3966 7.1154
89 H 5.1643 3.8423 5.1769
90 H 4.4087 3.2140 2.9317
91 N 2.1671 -1.2152 -4.5047
92 C 1.5619 -1.3245 -3.3293
93 N 1.4468 -2.5235 -2.7517
94 N 1.0996 -0.1940 -2.7816
95 C 0.4694 -0.1817 -1.6649
96 N -0.0729 -0.0480 -0.6363
97 H 2.5414 -2.0060 -5.0026
98 H 2.2225 -0.3086 -4.9385
99 H 1.8130 -3.3565 -3.1826
100 H 0.9728 -2.6177 -1.8689

Properties
**Charge**: +4
**Frontier orbital gap**: 3.7 eV
**Energy relative to the best compared isomer or geometry (same formula, charge and spin)**: 6.76 kcal/mol
**E_HOMO**: -0.6424 Ha

Here are the Mulliken charges for atoms 1 to 8, given in e: 0.91, -1.31, 1.00, -0.96, -0.64, -0.70, 0.12, 0.08

---

(5)
Entry from the OMol25 dataset: a molecular structure, C27H28BrN9O14P2Zr (ωB97M-V/def2-TZVPD).

Positions of all 82 atoms, in Å:
1 Zr -0.2136 -0.5862 0.3317
2 C 2.1305 0.2352 3.2612
3 N 2.1716 -0.4646 1.9802
4 C 2.4349 -1.8843 2.2004
5 C 3.2302 0.1064 1.1466
6 C 3.0724 -0.2813 -0.2955
7 C 4.2241 -0.4254 -1.0642
8 C 4.1462 -0.6638 -2.4272
9 C 2.8904 -0.7673 -3.0031
10 C 1.7512 -0.6616 -2.2122
11 C 1.7835 -0.4031 -0.8272
12 H 3.0966 0.1593 3.7855
13 H 1.3534 -0.1797 3.9029
14 H 1.9099 1.2901 3.0936
15 H 3.4264 -2.0351 2.6563
16 H 2.4047 -2.4194 1.2518
17 H 1.6871 -2.3052 2.8738
18 H 4.2292 -0.1773 1.5193
19 H 3.1604 1.1927 1.2191
20 H 5.1942 -0.3531 -0.5837
21 H 5.0437 -0.7734 -3.0233
22 H 2.7914 -0.9548 -4.0660
23 H 0.8127 -0.7789 -2.7271
24 C 4.1386 5.5882 -1.0739
25 C 3.0488 4.8535 -0.3443
26 C 2.3676 5.4131 0.7320
27 C 1.3837 4.6924 1.3883
28 C 1.1267 3.4163 0.9174
29 Br -0.2087 2.3398 1.7741
30 N 1.7410 2.8602 -0.0914
31 C 2.6857 3.5629 -0.7115
32 H 4.2091 6.6206 -0.7360
33 H 3.9564 5.5877 -2.1487
34 H 5.1050 5.1102 -0.9057
35 H 2.6107 6.4159 1.0624
36 H 0.8397 5.0994 2.2281
37 H 3.1849 3.0539 -1.5322
38 N -2.3115 1.3307 -2.9604
39 C -1.1368 1.6547 -3.6043
40 C -0.2136 1.8286 -2.6204
41 N -0.7824 1.6031 -1.3919
42 C -2.0406 1.3094 -1.6394
43 C -2.9548 0.9486 -0.5820
44 N -2.5234 0.6876 0.6360
45 C -3.6514 0.4050 1.3710
46 C -4.7528 0.4937 0.5855
47 N -4.2972 0.8600 -0.6572
48 H -3.1295 0.9357 -3.3943
49 H -1.0731 1.7355 -4.6742
50 H 0.8234 2.1014 -2.7085
51 H -3.5965 0.1627 2.4174
52 H -5.7940 0.3267 0.7909
53 H -4.8326 0.8160 -1.5070
54 O -1.3447 -2.8631 -3.1437
55 P -1.9671 -2.2376 -1.8392
56 O -3.3567 -1.8211 -2.0033
57 O -0.9816 -1.1237 -1.3634
58 O -1.6907 -3.3842 -0.7140
59 P -0.1269 -3.6074 -0.2914
60 O -0.2561 -4.9079 0.6066
61 O 0.6753 -3.7373 -1.5199
62 O 0.3060 -2.5171 0.7112
63 H -0.4555 -3.2259 -2.9160
64 H -0.7436 -5.6152 0.1690
65 O -1.2718 -5.1748 6.4227
66 N -2.0125 -5.3893 5.4847
67 O -2.7832 -6.3259 5.4083
68 C -2.0007 -4.4421 4.3772
69 C -1.1763 -3.3555 4.4311
70 C -1.1878 -2.4400 3.3797
71 C -2.0668 -2.5564 2.2457
72 O -2.0888 -1.7320 1.3124
73 C -2.9046 -3.7289 2.2890
74 C -2.8560 -4.6492 3.2845
75 N -3.8494 -3.9640 1.1970
76 O -4.5502 -3.0383 0.8618
77 O -3.8692 -5.0816 0.7157
78 N -0.3235 -1.3276 3.4772
79 O 0.3152 -1.1378 4.4847
80 O -0.2301 -0.5095 2.5248
81 H -0.5199 -3.2108 5.2759
82 H -3.4785 -5.5325 3.2485

Properties
**Charge**: 0
**Frontier orbital gap**: 6.8 eV
**Energy relative to the best compared isomer or geometry (same formula, charge and spin)**: 103.40 kcal/mol
**E_HOMO**: -0.3123 Ha

Here are the Mulliken charges for atoms 1 to 8, given in e: -1.47, -1.17, 1.00, -1.15, -1.83, 0.97, -0.55, -0.95

---

(6)
Entry from the OMol25 dataset: a single C2H7N3 molecule (ωB97M-V/def2-TZVPD).

Positions of all 12 atoms, in Å:
1 H 0.0830 1.7467 0.5424
2 N 0.1479 1.4523 -0.4258
3 C 0.0686 0.1886 -0.5173
4 N 0.2185 -0.5031 -1.7295
5 N -0.2006 -0.6973 0.5234
6 C -0.2735 -0.3348 1.9172
7 H -0.6348 -0.9995 -1.9598
8 H 0.3542 0.1835 -2.4658
9 H 0.0628 -1.6413 0.3042
10 H 0.0601 -1.1951 2.4900
11 H -1.2662 -0.1175 2.2299
12 H 0.3394 0.5409 2.1321

Properties
**Charge**: 0
**Frontier orbital gap**: 10.0 eV
**Energy relative to the best compared isomer or geometry (same formula, charge and spin)**: 0.90 kcal/mol
**E_HOMO**: -0.3307 Ha
**SMILES**: [H]/N=C(/N)NC

Here are the Mulliken charges for atoms 1 to 8, given in e: 0.21, -0.70, 0.52, -0.59, -0.21, -0.93, 0.24, 0.30